(1)
Computed, not measured: a molecular structure, C43H69N2O4P2PtSSb at a distorted geometry, with the ωB97M-V functional and the def2-TZVPD basis.

```
! RIJCOSX wB97M-V def2-TZVPD def2/J DEFGRID3
* xyz 0 1
Pt 0.110 -0.004 0.045
C 0.661 3.854 0.590
C 1.812 3.064 1.229
C 3.090 3.904 1.224
P 1.977 1.430 0.371
C 3.684 0.871 0.763
C 3.935 0.691 2.264
C 3.970 -0.441 0.026
C 2.123 1.957 -1.356
C 3.285 2.455 -1.944
C 3.310 2.845 -3.271
C 2.155 2.694 -4.032
C 0.995 2.195 -3.462
C 0.949 1.853 -2.100
N -0.196 1.347 -1.483
C -1.479 1.540 -1.996
C -1.894 2.749 -2.576
C -3.182 2.886 -3.068
C -4.093 1.834 -2.989
C -3.705 0.664 -2.361
C -2.413 0.522 -1.861
P -1.765 -0.909 -0.998
C -3.218 -1.680 -0.194
C -2.763 -2.933 0.567
C -3.923 -0.699 0.749
C -1.303 -2.076 -2.357
C -2.515 -2.687 -3.063
C -0.394 -1.361 -3.364
H 0.389 4.703 1.224
H -0.225 3.236 0.437
H 0.968 4.238 -0.385
H 1.549 2.847 2.266
H 3.382 4.163 0.202
H 3.928 3.409 1.716
H 2.894 4.836 1.759
H 4.351 1.647 0.394
H 3.494 -0.244 2.617
H 3.540 1.511 2.873
H 5.012 0.635 2.443
H 3.342 -1.231 0.444
H 5.013 -0.741 0.146
H 3.743 -0.372 -1.039
H 4.199 2.538 -1.368
H 4.219 3.240 -3.709
H 2.159 2.963 -5.083
H 0.113 2.042 -4.071
H -1.198 3.577 -2.616
H -3.484 3.828 -3.512
H -5.090 1.934 -3.397
H -4.420 -0.148 -2.262
H -3.910 -1.967 -0.984
H -2.001 -2.676 1.304
H -2.329 -3.681 -0.103
H -3.614 -3.387 1.082
H -3.284 -0.466 1.599
H -4.846 -1.148 1.129
H -4.178 0.239 0.253
H -0.721 -2.868 -1.885
H -3.181 -1.908 -3.449
H -3.088 -3.353 -2.414
H -2.166 -3.277 -3.915
H -0.932 -0.551 -3.867
H -0.060 -2.075 -4.122
H 0.488 -0.950 -2.874
C 3.621 -6.470 -6.257
C 3.974 -5.961 -4.881
C 4.322 -6.842 -3.862
C 4.690 -6.373 -2.605
C 4.711 -5.005 -2.375
C 4.354 -4.104 -3.377
C 3.989 -4.589 -4.620
S 5.173 -4.386 -0.786
O 5.529 -5.510 0.031
O 6.092 -3.307 -0.997
N 3.821 -3.737 -0.177
C 2.778 -4.591 0.427
C 1.425 -4.286 -0.207
C 1.191 -2.783 -0.253
O 0.434 -2.291 0.660
O 1.779 -2.144 -1.145
H 3.366 -7.531 -6.234
H 4.470 -6.349 -6.937
H 2.782 -5.916 -6.681
H 4.318 -7.910 -4.054
H 4.971 -7.047 -1.804
H 4.370 -3.037 -3.178
H 3.721 -3.892 -5.408
H 3.445 -2.982 -0.761
H 2.740 -4.404 1.499
H 3.037 -5.638 0.286
H 0.635 -4.765 0.366
H 1.420 -4.652 -1.236
C -3.659 -0.349 4.308
C -2.196 -0.669 4.620
C -2.047 -2.118 5.096
Sb -0.918 -0.327 2.886
C 1.005 -0.365 3.893
C 1.013 0.034 5.367
C 1.658 -1.739 3.700
C -1.227 1.841 2.874
C -1.540 2.507 4.216
C -2.282 2.219 1.825
H -4.266 -0.433 5.219
H -4.064 -1.057 3.578
H -3.796 0.661 3.912
H -1.818 0.015 5.384
H -2.445 -2.812 4.349
H -2.604 -2.276 6.028
H -1.004 -2.388 5.282
H 1.569 0.372 3.315
H 0.431 -0.668 5.973
H 0.618 1.036 5.535
H 2.042 0.019 5.747
H 1.149 -2.501 4.300
H 2.708 -1.717 4.020
H 1.622 -2.061 2.656
H -0.260 2.199 2.524
H -2.514 2.198 4.606
H -1.567 3.597 4.092
H -0.790 2.283 4.974
H -3.279 1.861 2.111
H -2.042 1.796 0.847
H -2.344 3.310 1.715
*
```

- relative energy (zero: lowest compared OMol25 entry of this formula, charge and spin) (eV) = 0.840
- E_HOMO (Ha) = -0.2593
- HOMO-LUMO gap (eV) = 6.95

Atomic partial charges in e from the Mulliken method, atoms 1 to 4:
1. Pt 3.083
2. C -1.350
3. C 0.594
4. C -1.544



(2)
Computed, not measured: a molecular structure, C29H25CoF6N3O6PS2, with the ωB97M-V functional and the def2-TZVPD basis.

```
! RIJCOSX wB97M-V def2-TZVPD def2/J DEFGRID3
* xyz -1 2
Co -0.305 -0.018 0.127
F 0.919 -1.236 5.660
C 0.073 -1.076 4.640
F -0.051 -2.239 4.007
F -1.125 -0.735 5.138
S 0.619 0.268 3.508
O -0.409 0.315 2.499
O 0.806 1.407 4.355
N 1.980 -0.385 3.030
S 2.647 -0.171 1.638
O 3.698 -1.116 1.438
O 1.727 0.065 0.544
C 3.509 1.450 1.783
F 4.282 1.653 0.714
F 4.283 1.473 2.873
F 2.633 2.451 1.868
C -2.656 -0.382 -3.301
C -1.618 -0.806 -4.304
C -2.015 -1.271 -5.553
C -1.087 -1.649 -6.513
C 0.266 -1.555 -6.229
C 0.674 -1.088 -4.988
C -0.250 -0.718 -4.017
P 0.258 -0.074 -2.365
C 2.076 -0.348 -2.419
C 2.968 0.697 -2.628
C 4.339 0.486 -2.584
C 4.829 -0.782 -2.326
C 3.942 -1.826 -2.108
C 2.568 -1.630 -2.144
C 1.642 -2.771 -1.831
C 0.119 1.722 -2.648
C 0.311 2.309 -3.901
C 0.276 3.682 -4.051
C 0.051 4.479 -2.932
C -0.155 3.896 -1.696
C -0.143 2.505 -1.519
C -0.439 1.904 -0.171
H -3.659 -0.515 -3.705
H -2.537 0.667 -3.021
H -2.578 -0.958 -2.377
H -3.074 -1.337 -5.772
H -1.422 -2.013 -7.477
H 1.005 -1.840 -6.967
H 1.734 -1.017 -4.770
H 2.591 1.694 -2.811
H 5.016 1.317 -2.734
H 5.896 -0.959 -2.271
H 4.322 -2.815 -1.877
H 2.208 -3.690 -1.683
H 0.919 -2.946 -2.632
H 1.074 -2.556 -0.923
H 0.501 1.681 -4.764
H 0.428 4.128 -5.026
H 0.029 5.558 -3.030
H -0.344 4.519 -0.829
H -1.480 2.160 0.070
H 0.177 2.416 0.580
O -2.238 -0.281 0.027
N -2.591 -1.513 0.051
N -1.637 -2.332 0.287
O -0.400 -1.949 0.538
C -1.933 -3.738 0.319
C -3.232 -4.197 0.152
C -3.464 -5.561 0.183
C -2.417 -6.454 0.384
C -1.128 -5.974 0.558
C -0.876 -4.608 0.527
H -4.037 -3.496 -0.001
H -4.474 -5.928 0.051
H -2.608 -7.519 0.408
H -0.306 -6.658 0.721
H 0.115 -4.207 0.671
*
```

- relative energy (zero: lowest compared OMol25 entry of this formula, charge and spin) (eV) = 0.088
- E_HOMO (spin up / spin down) (Ha) = -0.1789 / -0.1941
- HOMO-LUMO gap (spin up / spin down) (eV) = 7.45 / 7.87

Atomic partial charges in e from the Mulliken method, atoms 1 to 4:
1. Co 0.554
2. F -0.230
3. C 0.538
4. F -0.203



(3)
Computed, not measured: a molecular structure, C9H19InNO at a distorted geometry, with the ωB97M-V functional and the def2-TZVPD basis.

```
! RIJCOSX wB97M-V def2-TZVPD def2/J DEFGRID3
* xyz 3 1
In -2.814 -1.096 3.666
C 1.143 -1.751 -0.844
C 1.082 -0.744 0.292
C 1.909 0.505 -0.144
C 1.144 1.392 -1.080
C -0.207 1.864 -0.518
C -1.059 0.701 -0.018
N -0.252 -0.306 0.754
O -1.107 -1.356 1.101
C -2.209 1.150 0.871
C -1.753 0.020 -1.394
C 1.868 -1.269 1.472
H 0.617 -1.472 -1.758
H 0.478 -2.592 -0.647
H 2.171 -2.060 -1.035
H 2.283 1.185 0.622
H 2.772 0.136 -0.697
H 1.036 0.802 -1.990
H 1.648 2.320 -1.351
H -0.564 2.380 -1.409
H -0.004 2.584 0.275
H -3.202 0.702 0.851
H -1.797 1.074 1.877
H -2.432 2.194 0.650
H -1.093 -0.442 -2.127
H -2.536 -0.645 -1.032
H -2.272 0.753 -2.012
H 1.999 -0.564 2.293
H 2.932 -1.336 1.244
H 1.534 -2.262 1.774
H -1.312 -1.865 0.314
*
```

- relative energy (zero: lowest compared OMol25 entry of this formula, charge and spin) (eV) = 1.629
- E_HOMO (Ha) = -0.8280
- HOMO-LUMO gap (eV) = 5.36

Atomic partial charges in e from the natural (NBO) method, atoms 1 to 4:
1. In 1.003
2. C -0.587
3. C 0.093
4. C -0.404



(4)
Computed, not measured: a single C4H5NOS molecule at a distorted geometry, with the ωB97M-V functional and the def2-TZVPD basis.

```
! RIJCOSX wB97M-V def2-TZVPD def2/J DEFGRID3
* xyz 0 1
C 0.802 -0.861 0.352
C 0.917 -0.849 1.694
C -0.090 0.075 -0.200
C -0.534 0.344 -1.582
N -0.611 0.774 0.768
O -1.733 2.006 0.514
S -0.155 0.441 2.309
H 1.574 -1.317 -0.259
H 1.642 -1.590 2.116
H -1.578 0.280 -1.728
H -0.172 1.310 -1.994
H -0.062 -0.613 -1.990
*
```

- relative energy (zero: lowest compared OMol25 entry of this formula, charge and spin) (eV) = 4.726
- E_HOMO (Ha) = -0.3249
- HOMO-LUMO gap (eV) = 8.92

Atomic partial charges in e from the natural (NBO) method, atoms 1 to 4:
1. C -0.299
2. C -0.376
3. C 0.221
4. C -0.633



(5)
Computed, not measured: a single C21H27N3O4 molecule at a distorted geometry, with the ωB97M-V functional and the def2-TZVPD basis.

```
! RIJCOSX wB97M-V def2-TZVPD def2/J DEFGRID3
* xyz 0 1
C 2.671 4.788 3.484
C 1.662 3.958 4.266
C 1.428 2.623 3.654
C 0.537 1.614 4.116
C 0.684 0.603 3.213
C 0.064 -0.752 3.101
N 0.323 -1.352 1.816
C -0.675 -1.683 0.959
O -1.846 -1.591 1.253
C -0.162 -2.215 -0.370
C 0.489 -3.602 -0.197
C 0.137 -4.532 -1.364
C 0.064 -3.806 -2.695
O 0.639 -4.185 -3.698
N -0.744 -2.723 -2.662
C -0.958 -1.941 -3.859
C -0.049 -0.704 -3.957
C -0.395 0.360 -2.953
C 0.480 0.721 -1.941
C 0.137 1.661 -0.982
C -1.105 2.281 -1.039
O -1.556 3.223 -0.163
C -0.762 3.531 0.954
C -1.981 1.950 -2.074
C -1.629 1.005 -3.012
C -1.294 -2.296 -1.398
O 1.590 0.970 2.289
N 2.038 2.220 2.573
H 2.318 4.953 2.471
H 3.622 4.268 3.429
H 2.821 5.751 3.967
H 0.703 4.482 4.322
H 2.010 3.810 5.292
H -0.104 1.648 4.971
H -1.024 -0.681 3.206
H 0.449 -1.393 3.906
H 1.280 -1.364 1.501
H 0.578 -1.508 -0.755
H 0.150 -4.062 0.734
H 1.573 -3.495 -0.137
H -0.843 -4.984 -1.192
H 0.868 -5.336 -1.449
H -0.739 -2.603 -4.700
H -2.009 -1.643 -3.897
H -0.155 -0.298 -4.966
H 0.987 -1.024 -3.829
H 1.463 0.271 -1.901
H 0.848 1.901 -0.207
H -0.625 2.653 1.592
H 0.217 3.925 0.665
H -1.309 4.293 1.506
H -2.935 2.451 -2.117
H -2.321 0.763 -3.806
H -2.062 -2.993 -1.043
H -1.756 -1.316 -1.517
*
```

- relative energy (zero: lowest compared OMol25 entry of this formula, charge and spin) (eV) = 1.922
- E_HOMO (Ha) = -0.3049
- SMILES string = CCc1cc(CNC(=O)[C@H]2CCC(=O)N(CCc3ccc(OC)cc3)C2)on1
- HOMO-LUMO gap (eV) = 8.87

Atomic partial charges in e from the natural (NBO) method, atoms 1 to 4:
1. C -0.599
2. C -0.433
3. C 0.167
4. C -0.366



Which of these has the lowest relative energy (zero: lowest compared OMol25 entry of this formula, charge and spin)?
C29H25CoF6N3O6PS2